14
Properties=species:S:1:pos:R:3 method="wB97M-V/def2-TZVPD" orbital_gap_ev=7.29 e_homo_ev=-7.97
O 0.898 1.140 0.247
H 2.849 -0.004 -1.057
H 1.885 1.076 1.961
S -3.329 1.100 -1.735
N -2.099 -1.036 -0.625
C -2.231 0.024 -1.214
S 3.223 -0.117 0.267
H 1.281 -1.735 1.879
C -0.222 0.576 -0.075
C -0.315 -0.722 0.598
C 0.791 -0.877 1.315
H -2.930 1.690 -2.971
C 1.584 0.368 1.128
N -1.385 -1.483 0.283

13
Properties=species:S:1:pos:R:3 method="wB97M-V/def2-TZVPD" orbital_gap_ev="8.48 / 8.52" total_charge=+1 e_homo_ev="-14.42 / -14.58"
C -0.593 0.280 -0.151
C 1.576 -1.063 0.603
C 0.992 -0.142 1.474
N 0.133 -0.606 -0.912
C -0.209 0.502 1.137
H -2.239 1.828 -0.769
H 1.420 0.047 2.479
H 2.394 -1.657 0.951
N -0.712 -0.511 -2.519
C -1.627 0.881 -0.952
H -0.803 1.296 1.445
O -1.493 0.414 -2.174
N 1.162 -1.270 -0.612

15
Properties=species:S:1:pos:R:3 method="wB97M-V/def2-TZVPD" orbital_gap_ev=7.28 total_charge=-1 e_homo_ev=-3.81
C -0.674 -0.634 -0.318
H 2.447 -1.731 -0.012
N -2.950 -0.548 0.147
O -4.027 -0.435 -0.431
C 2.134 0.417 0.234
C 1.258 1.575 0.084
O -2.889 -0.452 1.374
N -1.905 -0.753 -0.606
C 1.802 -0.888 -0.055
C 0.472 -1.363 -0.333
H 1.609 2.676 0.037
H 3.073 0.780 0.396
N -0.005 1.482 0.100
O -0.913 2.319 0.003
H 0.569 -2.445 -0.617

ΔE to the lowest compared entry with this formula, charge and spin, record by record: 507.26; 435.60; 858.31 kJ/mol